The following is a quantum chemistry calculation of a cluster of 2 separate species, C2H4NO3S2 in total at a distorted geometry, from the Open Molecules 2025 dataset.

```
12
Properties=species:S:1:pos:R:3:forces:R:3:lowdin_charge:R:1
C -0.97640 0.95674 -0.18050 0.2 2.9 0.5 -0.6062
C 1.98064 -0.27247 0.07683 1.9 -0.5 -1.2 -0.3204
N 1.48270 0.95704 0.60462 -2.5 -0.5 -1.2 -0.0225
O -1.14732 -1.63488 -0.29004 1.5 -1.8 0.4 -0.3511
O -2.66855 -0.27478 -1.60070 0.9 -0.3 1.8 -0.4046
O -2.88351 -0.34997 0.86027 0.5 -0.1 -0.2 -0.3652
S -1.69012 2.38401 -0.40040 1.8 -1.5 0.4 0.6631
S -2.00576 -0.51417 -0.28865 -2.7 0.9 -2.0 0.2445
H 2.13690 -0.27275 -0.99555 0.3 0.7 -0.5 0.0501
H 2.99879 -0.36219 0.54420 -0.4 -0.4 -0.3 0.0740
H 1.48415 -1.23310 0.14492 -0.7 -0.1 1.0 0.0463
H 1.28847 0.61652 1.52500 -0.8 0.6 1.3 -0.0080
```
Positions in Å, forces in eV/Å.

As for the charge: -1. Its lowest unoccupied orbital energy (spin up / spin down) is 2.23 / 2.23 eV. The value obtained for the orbital gap (spin up / spin down) is 6.43 / 6.42 eV.

=====

The following is a quantum chemistry calculation of the ion C2H4NO4S with charge -1 at a distorted geometry, from the Open Molecules 2025 dataset.

```
12
Properties=species:S:1:pos:R:3:forces:R:3:lowdin_charge:R:1
C -0.35411 0.49866 -0.35094 0.2 -0.4 1.9 -0.1295
C 0.18179 -0.93232 0.15290 -1.5 2.9 2.0 -0.2753
N -1.83032 0.86880 -0.10932 0.8 -1.6 0.4 -0.4009
O 2.43355 0.01874 -0.95490 0.0 1.5 -0.9 -0.5701
O -2.49985 1.13269 -1.10558 0.0 0.1 1.3 0.0256
O -2.20334 0.81425 1.06607 -0.4 0.5 -1.6 0.0257
O 2.69513 -0.79690 1.36010 -1.3 0.1 -1.0 -0.5864
S 2.13072 -1.05672 -0.01835 0.8 -2.2 1.0 0.5867
H -0.24554 0.64654 -1.37503 0.4 0.1 -1.7 0.0752
H 0.10433 1.34946 0.17623 0.4 -0.6 -0.1 0.1274
H -0.57088 -1.70077 -0.11404 1.0 0.0 -0.4 0.0672
H 0.15851 -0.84244 1.27287 -0.2 -0.3 -0.8 0.0543
```
Positions in Å, forces in eV/Å.

As for the charge: -1. Its lowest unoccupied orbital energy is 3.47 eV. The value obtained for the orbital gap is 7.02 eV.

=====

The following is a quantum chemistry calculation of an isolated molecule of C2H4NP at a distorted geometry, from the Open Molecules 2025 dataset.

```
8
Properties=species:S:1:pos:R:3:forces:R:3:lowdin_charge:R:1
C -0.29929 -0.72461 -1.81554 -0.2 0.2 -0.1 -0.1175
C 0.75379 0.32478 0.97571 -0.7 2.2 -0.4 -0.2478
N -1.92409 -0.68489 0.07245 -0.6 -0.2 -0.2 -0.2325
P -0.56713 -0.12629 -0.25622 1.3 0.4 1.1 0.4772
H -0.85614 -0.16208 -2.58224 0.1 -0.2 0.2 -0.0479
H 1.30297 -0.59073 1.22285 0.1 0.4 0.0 0.0311
H 0.20684 0.77529 1.89072 0.9 -0.9 -1.4 0.0675
H 1.38306 1.18852 0.49227 -0.8 -1.9 1.0 0.0699
```
Positions in Å, forces in eV/Å.

As for the charge: 0. Its lowest unoccupied orbital energy (spin up / spin down) is -1.36 / -1.35 eV. The value obtained for the orbital gap (spin up / spin down) is 7.62 / 7.64 eV.

=====

The following is a quantum chemistry calculation of an isolated molecule of C2H4NP at a distorted geometry, from the Open Molecules 2025 dataset.

```
8
Properties=species:S:1:pos:R:3:forces:R:3:lowdin_charge:R:1
C 0.14415 -0.06271 0.43017 1.4 0.4 1.0 -0.2412
C 1.38899 0.35742 0.56005 -0.3 -1.1 0.3 0.0082
N -1.10389 0.01915 0.15991 2.0 0.1 0.6 -0.3988
P -1.89220 -0.59181 -1.24241 -1.0 -0.8 -1.4 0.5577
H 2.26618 -0.13359 1.08062 -1.5 0.3 -0.7 0.0774
H 1.61037 1.26557 0.03118 0.3 0.6 -0.2 0.0478
H -1.58636 0.55409 0.90838 -0.3 -0.6 -1.0 0.1250
H -0.82724 -1.40813 -1.92790 -0.5 1.0 1.3 -0.1760
```
Positions in Å, forces in eV/Å.

As for the charge: 0. Its lowest unoccupied orbital energy (spin up / spin down) is 0.04 / 0.18 eV. The value obtained for the orbital gap (spin up / spin down) is 6.85 / 7.10 eV.

=====

The following is a quantum chemistry calculation of an isolated molecule of C2H4NP at a distorted geometry, from the Open Molecules 2025 dataset.

```
8
Properties=species:S:1:pos:R:3:forces:R:3:lowdin_charge:R:1
C 0.23587 1.20643 -0.27973 -3.1 3.7 -1.8 -0.2285
N -0.70534 1.06679 0.56874 0.7 -1.1 0.3 -0.3418
P -0.70229 -0.40311 1.49085 1.0 0.1 -2.0 0.8047
C -0.10575 -1.29189 0.17509 0.2 -2.6 1.4 -0.3942
H 1.32103 1.09537 -0.23332 -0.2 -0.9 0.2 0.0681
H -0.26743 1.76490 -1.21195 2.1 -0.7 1.4 0.1076
H 0.17476 -1.03496 -0.85449 -0.5 0.3 0.6 -0.0061
H 0.04916 -2.40354 0.34482 -0.3 1.3 -0.1 -0.0098
```
Positions in Å, forces in eV/Å.

As for the charge: 0. Its lowest unoccupied orbital energy is 0.18 eV. The value obtained for the orbital gap is 8.97 eV. As for the SMILES: C=NP=C.

=====

The following is a quantum chemistry calculation of an isolated molecule of C2H4NP at a distorted geometry, from the Open Molecules 2025 dataset.

```
8
Properties=species:S:1:pos:R:3:forces:R:3:lowdin_charge:R:1
C -0.81883 -1.51785 0.11247 -1.6 -0.5 2.2 -0.3200
C 1.37317 1.36147 1.01858 -2.1 -1.7 -2.2 0.0079
N 0.32621 0.83016 -0.84463 2.0 0.7 0.7 -0.3462
P -0.23515 0.01811 0.44944 2.2 0.8 -2.3 0.6951
H -1.42043 -1.79927 -0.78218 1.1 0.5 0.4 0.0072
H -1.17648 -2.10981 1.03833 0.7 1.1 -1.4 0.0096
H 0.82530 2.19519 0.53006 -0.4 0.5 1.4 -0.1101
H 1.12622 1.02201 -1.52207 -1.9 -1.2 1.3 0.0565
```
Positions in Å, forces in eV/Å.

As for the charge: 0. Its lowest unoccupied orbital energy (spin up / spin down) is -1.10 / -1.10 eV. The value obtained for the orbital gap (spin up / spin down) is 7.80 / 7.80 eV.

=====

The following is a quantum chemistry calculation of an isolated molecule of C2H4NP at a distorted geometry, from the Open Molecules 2025 dataset.

```
8
Properties=species:S:1:pos:R:3:forces:R:3:lowdin_charge:R:1
C -1.32310 -1.07485 -0.68632 0.8 -0.5 0.4 -0.1105
C 1.22937 0.31513 0.12271 -1.2 3.0 0.4 -0.2338
N -1.72388 0.43472 1.07419 0.3 0.3 0.3 -0.2324
P -0.60941 0.18890 0.05290 1.0 -0.8 -0.5 0.4920
H -2.23490 -1.13856 -1.19569 -1.1 0.1 -0.8 -0.0574
H 1.76775 0.41050 -0.85084 -0.8 0.2 0.8 0.0558
H 1.69570 -0.42692 0.71305 0.1 -1.0 0.7 0.0161
H 1.19846 1.29108 0.77000 0.9 -1.4 -1.3 0.0701
```
Positions in Å, forces in eV/Å.

As for the charge: 0. Its lowest unoccupied orbital energy (spin up / spin down) is -0.92 / -0.82 eV. The value obtained for the orbital gap (spin up / spin down) is 7.55 / 7.64 eV.

=====

The following is a quantum chemistry calculation of a structure of composition C2H4NP at a distorted geometry, from the Open Molecules 2025 dataset.

```
8
Properties=species:S:1:pos:R:3:forces:R:3:lowdin_charge:R:1
C 1.19627 -0.77851 -0.23587 0.1 -3.7 -4.0 -0.1469
C 1.14716 0.48648 -0.08306 0.1 -0.1 0.1 -0.1662
N 0.06049 -0.24105 0.59596 1.1 -1.3 1.7 -0.4517
P -1.49529 -0.11451 -0.10053 -0.5 -0.3 -1.3 0.7378
H 1.35961 -1.79050 -1.13783 -0.3 3.6 3.5 0.2009
H 1.43582 1.50169 -0.19918 0.1 0.4 -0.1 0.0857
H -1.34810 1.21042 0.16300 -0.8 1.7 -0.3 -0.1251
H -2.35595 -0.27402 0.99752 0.2 -0.3 0.5 -0.1344
```
Positions in Å, forces in eV/Å.

As for the charge: 0. Its lowest unoccupied orbital energy is 0.78 eV. The value obtained for the orbital gap is 8.65 eV.

=====

The following is a quantum chemistry calculation of an isolated molecule of C2H4NP at a distorted geometry, from the Open Molecules 2025 dataset.

```
8
Properties=species:S:1:pos:R:3:forces:R:3:lowdin_charge:R:1
C 0.48664 -0.00506 -1.14843 -0.9 0.6 -2.0 -0.2056
C -0.66367 0.00351 -0.22821 0.5 -2.3 2.1 -0.3128
P -0.80900 0.45514 1.58437 -1.1 2.1 2.8 0.6498
N -0.55200 -1.01916 1.25346 0.4 -0.4 -3.3 -0.2900
H -0.04099 0.66887 -1.88070 1.3 0.0 0.1 0.0733
H 0.59126 -0.91746 -1.77684 0.0 0.1 1.0 0.0877
H 1.46350 0.41846 -0.87163 -0.4 -0.3 0.2 0.0789
H -0.47574 0.39569 3.06799 0.3 0.3 -1.0 -0.0814
```
Positions in Å, forces in eV/Å.

As for the charge: 0. Its lowest unoccupied orbital energy (spin up / spin down) is -0.93 / -1.11 eV. The value obtained for the orbital gap (spin up / spin down) is 7.43 / 7.42 eV. As for the SMILES: CC1=[PH]=N1.

=====

The following is a quantum chemistry calculation of a cluster of 2 separate species, C2H4O2 in total at a distorted geometry, from the Open Molecules 2025 dataset.

```
8
Properties=species:S:1:pos:R:3:forces:R:3:lowdin_charge:R:1
C 0.73974 -1.48282 0.39916 0.8 -1.9 1.4 -0.1155
C -0.25200 1.76736 -0.68908 0.6 -1.0 -0.9 -0.0319
O -0.32043 -1.08272 0.83463 1.6 -1.1 -0.6 -0.0303
O -1.22355 1.18772 -0.05293 -1.1 2.1 -0.3 -0.0794
H 1.44189 -2.36181 0.86988 -1.9 1.7 -0.2 0.1202
H 1.26118 -1.16088 -0.49363 -0.4 0.9 -0.7 0.0655
H -0.31940 2.90772 -0.69022 -0.7 -1.0 1.0 0.0048
H -1.32743 0.22544 -0.17781 1.2 0.3 0.2 0.0667
```
Positions in Å, forces in eV/Å.

As for the charge: 0. Its lowest unoccupied orbital energy is 0.33 eV. The value obtained for the orbital gap is 8.39 eV.

=====

Calculated ΔE to the lowest compared entry with this formula, charge and spin, 423.7, 378.1, 507.2, 269.2, 179.3, 671.6, 523.8, 446.4, 546.0, 478.9 kJ/mol (same order as the records).